# 1
A structure of composition C8H5N2O5Sm in a non-equilibrium geometry. Source: OMol25; level of theory: ωB97M-V/def2-TZVPD.

Computed properties:
2S+1: 6
Largest force on an atom, eV/Å: 7.824
Calculated total energy, eV: -39478.032
HOMO (alpha / beta), eV: -16.85 / -16.83
Charge: +2
Orbital gap (alpha / beta), eV: 7.5 / 7.7

```
21
C8H5N2O5Sm | OMol25 | ωB97M-V/def2-TZVPD
O 1.2559 0.7024 -5.4211
C 0.6094 0.5185 -4.4830
Sm -0.2727 -0.9633 -0.5017
O -2.1052 1.0690 -2.8312
C -1.6947 0.3361 -2.0287
C -2.4469 -1.2324 1.1957
O -3.2737 -1.1650 2.0099
C 0.8094 -2.8105 0.8215
O 1.5484 -3.5245 1.3632
C -1.4442 -2.9699 -1.5795
O -1.7456 -3.8415 -2.2825
H 1.0230 -1.2534 -1.8223
N 0.6148 0.6202 2.2750
C 1.1123 1.7942 2.7020
C 1.1606 2.6517 1.5922
C 0.6628 1.8992 0.5121
N 0.3293 0.6366 0.9315
H 0.4387 -0.2355 2.7922
H 1.3920 1.9244 3.7549
H 1.5070 3.6885 1.5425
H 0.5193 2.1551 -0.5427
```

# 2
The molecule C8H5N3 in a non-equilibrium geometry. Source: OMol25; level of theory: ωB97M-V/def2-TZVPD.

Computed properties:
2S+1: 3
Largest force on an atom, eV/Å: 8.731
Calculated total energy, eV: -12838.448
HOMO (alpha / beta), eV: -6.62 / -10.42
Orbital gap (alpha / beta), eV: 6.3 / 6.9

```
16
C8H5N3 | OMol25 | ωB97M-V/def2-TZVPD
C 1.6904 -1.3194 1.9494
C -2.9319 0.7129 0.2162
C 1.0883 -0.3193 -1.2293
C 1.4173 0.5467 -0.0152
C -0.0771 -0.8177 -1.4309
C 1.1864 -0.1910 1.3052
C -1.7294 0.5448 -0.5424
C 0.4642 0.8810 1.1476
N 1.9018 -2.3747 2.3737
N -3.9393 0.9049 0.7565
N -1.2337 -0.5878 -0.7024
H 1.8574 -0.5497 -1.8444
H 2.3867 1.0221 -0.0726
H -0.2989 -1.5052 -2.3443
H -0.3975 1.5244 1.5610
H -1.3847 1.5280 -1.1284
```

# 3
The molecule C8H5NOS in a non-equilibrium geometry. Source: OMol25; level of theory: ωB97M-V/def2-TZVPD.

Computed properties:
Largest force on an atom, eV/Å: 4.145
Calculated total energy, eV: -22745.567
HOMO (alpha / beta), eV: -9.49 / -7.80
Orbital gap (alpha / beta), eV: 7.7 / 5.4

```
16
C8H5NOS | OMol25 | ωB97M-V/def2-TZVPD
C -3.3385 0.3615 0.3009
C 0.8560 1.3900 -0.2997
C 2.1950 1.4441 -0.1419
C 0.2866 0.1641 -0.0925
C 1.2906 -0.8412 0.2327
C -1.1189 -0.2898 -0.2887
C 1.1458 -2.1883 0.2113
C -2.0534 0.7485 0.0631
N -4.5050 0.3592 0.2934
O -1.4835 -1.4684 -0.4825
S 2.9665 -0.0596 0.2526
H 0.1573 2.1186 -0.6050
H 2.9664 2.1249 -0.2774
H 0.2082 -2.5421 0.0892
H 2.0255 -2.9091 0.3540
H -1.5987 1.5877 0.3907
```

# 4
A cluster of 2 separate species, C8H5NS in total in a non-equilibrium geometry. Source: OMol25; level of theory: ωB97M-V/def2-TZVPD.

Computed properties:
Largest force on an atom, eV/Å: 4.223
Calculated total energy, eV: -20698.771
HOMO, eV: -9.82
Orbital gap, eV: 8.4

```
15
C8H5NS | OMol25 | ωB97M-V/def2-TZVPD
C 2.7221 -1.1633 -0.3648
C -2.1195 -0.1808 -0.0262
C -1.2738 -0.9647 0.7945
C -1.6160 0.9155 -0.7227
C 0.0885 -0.7073 0.7463
C -0.2568 1.2657 -0.6487
C 0.5701 0.4447 0.0785
C 1.9561 0.7068 0.1661
N 2.9383 -2.2450 -0.6581
S 3.0256 1.7394 0.6813
H -3.2000 -0.3996 -0.0973
H -1.5771 -1.8318 1.3062
H -2.1439 1.5209 -1.3221
H 0.7746 -1.3283 1.1799
H 0.1118 2.2278 -1.1128
```

# 5
The molecule C8H6 in a non-equilibrium geometry. Source: OMol25; level of theory: ωB97M-V/def2-TZVPD.

Computed properties:
Largest force on an atom, eV/Å: 6.198
Calculated total energy, eV: -8388.331
HOMO, eV: -8.35
SMILES: C#CC1=CC=CC1=C
Orbital gap, eV: 7.7

```
14
C8H6 | OMol25 | ωB97M-V/def2-TZVPD
C 0.1748 2.0789 0.0370
C 0.4523 0.7132 -0.1900
C 1.8469 0.1704 0.0369
C 1.6960 -1.1977 0.0092
C 0.2381 -1.6081 -0.0702
C -0.5480 -0.4412 -0.2439
C -1.9654 -0.2790 -0.0149
C -3.1693 -0.3457 0.1123
H -0.8535 2.3675 -0.3318
H 0.8958 2.7819 0.2737
H 2.8483 0.6248 0.0319
H 2.4317 -2.0607 0.4001
H 0.0860 -2.6376 -0.0893
H -4.1338 -0.1668 0.0391
```

# 6
A structure of composition C8H6AuF6N2O7S3 in a non-equilibrium geometry. Source: OMol25; level of theory: ωB97M-V/def2-TZVPD.

Computed properties:
Largest force on an atom, eV/Å: 2.789
Calculated total energy, eV: -78209.459
HOMO, eV: -5.67
Charge: -1
Orbital gap, eV: 7.5

```
33
C8H6AuF6N2O7S3 | OMol25 | ωB97M-V/def2-TZVPD
Au -0.2797 -1.9194 -1.1731
F 2.4233 -0.0530 3.1548
C 3.0896 -0.8032 2.3655
F 4.4049 -0.7623 2.6757
F 2.6122 -2.0740 2.4660
S 2.6823 -0.0146 0.7078
O 1.2682 -0.0546 0.6211
O 3.4146 1.2050 0.6923
N 3.3607 -0.9792 -0.4227
S 2.7313 -2.1869 -1.2288
O 2.6132 -2.0644 -2.6706
O 1.5425 -2.7991 -0.6245
C 4.0429 -3.4673 -0.9670
F 5.2320 -3.0064 -1.2873
F 3.7888 -4.5618 -1.6803
F 4.0847 -3.7716 0.3407
N -2.1409 -1.1629 -1.4025
C -2.4037 0.1365 -0.8319
C -2.2600 1.2969 -1.5739
C -2.5093 2.5604 -1.0447
C -2.9802 2.5934 0.2378
C -3.0813 1.4296 0.9900
C -2.8994 0.1625 0.4578
S -3.2345 4.2662 1.0833
O -4.4207 4.8316 0.5000
O -3.3551 3.7984 2.4559
O -1.9835 4.9657 0.8397
H -2.7857 -1.8752 -1.0618
H -2.3067 -1.0297 -2.3863
H -1.9271 1.2097 -2.6086
H -2.3094 3.4528 -1.6168
H -3.5048 1.4493 1.9973
H -2.9092 -0.7724 0.9952
```

# 7
The molecule C8H6BrCl2F3 in a non-equilibrium geometry. Source: OMol25; level of theory: ωB97M-V/def2-TZVPD.

Computed properties:
Largest force on an atom, eV/Å: 3.072
Calculated total energy, eV: -111630.980
HOMO, eV: -8.79
SMILES: FC(F)(F)\C(=C/C=C(Br)\C=C\Cl)CCl
Orbital gap, eV: 8.7

```
20
C8H6BrCl2F3 | OMol25 | ωB97M-V/def2-TZVPD
C -1.4602 -0.8693 -1.1041
C -0.0098 -0.7966 -1.1307
C -1.5075 1.0262 0.4755
C -2.1128 0.0312 -0.3450
C -0.6738 1.8609 -0.0499
C 0.8231 -0.5450 -0.1409
C 2.3514 -0.4523 -0.3736
C 0.5855 -0.8073 1.3544
F 1.3587 -1.8247 1.7379
F 1.1204 0.2298 2.0525
F -0.6723 -0.9670 1.7932
Cl -0.0507 3.0810 0.8998
Cl 2.7229 0.9707 -1.4402
Br -3.9994 0.1756 -0.3320
H -1.9962 -1.6657 -1.6390
H 0.4213 -0.8213 -2.0750
H -1.8612 1.1268 1.4355
H -0.4674 1.8190 -1.1139
H 2.6845 -1.4423 -0.6334
H 2.7436 -0.1298 0.6289
```

# 8
The molecule C8H6N2 in a non-equilibrium geometry. Source: OMol25; level of theory: ωB97M-V/def2-TZVPD.

Computed properties:
Largest force on an atom, eV/Å: 3.347
Calculated total energy, eV: -11369.978
HOMO, eV: -8.76
SMILES: C#Cn1c(C)ccc1C#N
Orbital gap, eV: 9.2

```
16
C8H6N2 | OMol25 | ωB97M-V/def2-TZVPD
C -2.6830 0.3109 0.0093
C -0.7442 1.9652 0.0481
C 0.5812 1.7644 -0.1547
C -1.3763 0.7283 0.0499
C -0.6045 -1.5498 -0.0979
C 0.8331 0.3854 -0.1767
C -0.6382 -2.7700 -0.0907
C 2.0823 -0.3359 0.1117
N -0.3650 -0.2206 -0.0182
N -3.7536 -0.0693 -0.0418
H -1.1968 2.8819 0.1405
H 1.3054 2.4633 -0.2487
H -0.9280 -3.7470 0.1328
H 2.2905 -0.6290 1.1189
H 2.2245 -1.2652 -0.4760
H 2.9724 0.0874 -0.3065
```